This record from the Open Molecules 2025 dataset describes C34H45NO2SeW as an isolated structure. The level of theory is ωB97M-V with the def2-TZVPD basis set.

```
84
Properties=species:S:1:pos:R:3:lowdin_charge:R:1
H -5.3345 1.6530 -2.8459 0.078
C -0.7977 -2.6402 0.5531 -0.344
O 0.0679 1.4669 0.2505 -0.372
C -3.9753 2.1535 -0.5001 -0.157
H -2.8022 4.6442 2.5199 0.088
C -1.9906 0.8268 -0.7673 -0.410
C -3.3292 1.0482 -1.0363 -0.061
H 0.7841 3.6830 0.3033 0.075
H 4.3178 0.7840 5.5069 0.100
C 3.2748 0.4097 3.6792 -0.044
O 0.4557 -2.1170 0.6551 -0.372
H 0.6147 5.1609 1.2547 0.087
H -1.3680 5.6667 2.5155 0.086
C 0.1779 -3.2512 3.4349 -0.037
H -0.0308 3.8438 3.3200 0.087
H 0.1503 2.3265 2.4370 0.056
C -5.8186 -3.0304 0.4583 -0.042
H -4.4813 -6.1787 0.9526 0.089
H 0.7259 -5.6424 0.9742 0.091
H -5.6799 -2.6520 1.4728 0.094
H -5.1173 3.3960 -2.6726 0.092
H -5.6794 -2.1963 -0.2308 0.063
N 2.2429 0.0211 1.5440 -0.230
H -5.9057 3.5471 0.9989 0.090
H -1.1827 -6.2831 2.5029 0.088
H -6.8485 -3.3802 0.3587 0.087
H -6.1099 1.0027 0.7810 0.094
C -0.5487 3.1221 2.6842 -0.036
H 2.3047 0.2902 4.1441 0.106
H -6.0831 -5.0508 -1.3797 0.085
H 6.6991 0.8272 1.9517 0.100
C -5.4613 2.3702 -0.7847 -0.556
C 1.0104 -4.8712 1.6935 -0.036
H -1.7576 -5.1434 3.7358 0.087
H -0.7020 -2.8533 3.9456 0.092
C 4.6164 0.4359 1.6751 -0.043
H -0.1599 -5.8718 3.8765 0.086
H 4.6785 0.3368 0.5993 0.106
H -3.8618 0.3474 -1.6670 0.102
C 4.4042 0.6863 4.4321 -0.095
C -1.9693 4.9915 1.9051 -0.071
H 1.5612 -4.0939 1.1696 0.075
H -0.2977 4.9711 -0.2473 0.091
H 1.6769 -5.3254 2.4299 0.086
Se -1.0750 -0.6889 -1.5163 1.129
H 6.5198 1.0546 4.4095 0.097
C -3.4079 -3.6533 0.3025 -0.157
C -1.6946 -2.1110 -0.3756 -0.409
C -1.2497 1.7128 0.0163 -0.341
C -2.4958 -4.1715 1.2212 0.045
C -5.1330 -5.3213 1.1315 -0.065
C -6.0094 3.6144 -0.0859 -0.065
H -2.3688 5.5691 1.0688 0.088
H -7.0718 3.7169 -0.3127 0.086
C 0.0785 4.4421 0.6312 -0.035
C -0.8842 -5.4693 3.1671 -0.071
C -3.2185 3.0257 0.2806 0.045
H -6.7300 2.6824 -2.5171 0.086
C 3.3766 0.2850 2.2943 -0.373
H -3.6358 -2.1820 -1.2510 0.101
C 5.7392 0.7106 2.4386 -0.094
H -6.1634 -5.6532 0.9938 0.086
C -0.2331 -4.3132 2.4030 -0.531
H -3.7083 3.8933 0.6934 0.085
H -4.3740 -5.4954 -1.5014 0.092
C -2.9767 -2.6134 -0.5078 -0.060
H 0.8274 -3.7071 4.1858 0.087
C -1.1921 -3.7044 1.3756 -0.080
C -4.8379 -4.1745 0.1647 -0.556
H -4.9098 -3.8903 -2.0027 0.077
C -5.6707 2.5336 -2.2965 -0.044
C -5.0617 -4.6810 -1.2668 -0.044
H -7.3216 1.2963 -0.4770 0.087
H -5.0204 -5.0119 2.1724 0.089
C -1.8645 2.8487 0.5597 -0.079
C -1.0839 3.8356 1.4325 -0.531
H 0.7157 -2.4225 2.9800 0.056
C -6.2552 1.1525 -0.2905 -0.045
H -1.3710 2.6922 3.2607 0.093
C 5.6402 0.8384 3.8178 -0.105
W 0.8542 -0.2492 0.5401 1.463
H -5.9481 0.2389 -0.8018 0.064
H -2.8152 -4.9874 1.8496 0.085
H -5.5093 4.5232 -0.4259 0.088
```

## Properties
**Largest force on an atom**: 0.00146 hartree/bohr
**HOMO**: -7.3 eV
**Energy relative to the best compared isomer or geometry (same formula, charge and spin)**: 0.000 eV
**E**: -3996.37560 a.u.
**Charge**: 0